--- i ---
{"formula": "HO5S", "method": "ωB97M-V/def2-TZVPD", "charge": -1, "gap_ev": 8.75, "lumo_ev": 4.1, "symbols": ["O", "O", "O", "O", "O", "S", "H"], "positions_angstrom": [[-3.001, -0.623, -0.744], [-1.166, 1.082, -0.444], [-2.475, 0.167, 1.400], [0.839, -0.828, 0.077], [-0.439, -1.486, 0.045], [-2.011, -0.002, 0.091], [0.695, 0.019, -0.161]], "mulliken_charge": [-0.560, -0.660, -0.528, -0.345, -0.471, 1.243, 0.320]}

=====

--- ii ---
{"formula": "HO5S", "method": "ωB97M-V/def2-TZVPD", "charge": -1, "gap_ev": [5.92, 7.44], "lumo_ev": [2.9, 3.2], "symbols": ["O", "O", "O", "O", "O", "S", "H"], "positions_angstrom": [[-1.805, -0.429, 1.059], [-1.213, -0.480, -1.328], [-1.033, 1.630, -0.079], [1.306, -0.289, 0.434], [2.308, -1.184, -0.080], [-1.109, 0.185, -0.046], [1.545, 0.567, 0.040]], "mulliken_charge": [-0.501, -0.501, -0.523, -0.355, -0.604, 1.134, 0.349]}

=====

Tell me which of them is the most stable. Sure, it is i.

=====

--- i ---
{"formula": "C2H4FN", "method": "ωB97M-V/def2-TZVPD", "gap_ev": 11.38, "lumo_ev": 1.2, "symbols": ["C", "C", "N", "F", "H", "H", "H", "H"], "positions_angstrom": [[-0.222, -1.070, 0.652], [0.376, 0.876, -0.484], [0.657, -0.308, 0.267], [-0.048, -2.168, 1.322], [-1.705, -0.865, 0.299], [0.318, 0.633, -1.546], [1.197, 1.573, -0.329], [-0.573, 1.328, -0.181]], "mulliken_charge": [0.173, -0.679, -0.329, -0.154, 0.158, 0.270, 0.240, 0.322]}

=====

--- ii ---
{"formula": "C2H4FN", "method": "ωB97M-V/def2-TZVPD", "gap_ev": [9.68, 9.28], "lumo_ev": [-0.1, -0.1], "smiles": "C/C=N/F", "symbols": ["C", "C", "N", "F", "H", "H", "H", "H"], "positions_angstrom": [[-0.396, 0.349, -0.834], [0.492, 0.083, 0.240], [-0.380, -0.335, 1.522], [0.426, -0.995, 2.464], [-1.459, 0.040, -0.595], [-0.164, -0.421, -1.667], [-0.022, 1.340, -1.277], [1.503, -0.061, 0.147]], "mulliken_charge": [-0.704, -0.111, -0.176, -0.186, 0.297, 0.235, 0.257, 0.388]}

=====

Tell me which of them is the most stable. Sure, it is i.

=====

--- i ---
{"formula": "C3H9N2O3", "method": "ωB97M-V/def2-TZVPD", "charge": 1, "gap_ev": [10.38, 6.39], "lumo_ev": [-3.5, -5.5], "symbols": ["C", "C", "C", "N", "N", "O", "O", "O", "H", "H", "H", "H", "H", "H", "H", "H", "H"], "positions_angstrom": [[1.929, 1.532, 0.110], [-0.537, -0.921, -0.532], [-0.335, 0.341, 0.123], [1.925, -1.330, 0.488], [-1.023, -1.949, 0.436], [2.862, -1.268, -0.155], [-1.198, 0.339, 1.286], [1.096, 0.476, 0.629], [1.726, 2.525, 0.687], [1.688, 1.705, -0.968], [2.927, 1.114, 0.208], [-0.674, -0.974, -1.593], [-0.525, 1.265, -0.381], [-1.125, -2.968, 0.004], [-1.790, -1.576, 1.046], [-0.261, -2.044, 1.144], [-0.806, 0.892, 1.886]], "mulliken_charge": [-0.587, -0.832, 0.434, 0.293, -0.326, -0.263, -0.550, -0.390, 0.248, 0.347, 0.257, 0.390, 0.553, 0.364, 0.387, 0.392, 0.283]}

=====

--- ii ---
{"formula": "C3H9N2O3", "method": "ωB97M-V/def2-TZVPD", "charge": 1, "gap_ev": 11.46, "lumo_ev": -3.1, "symbols": ["O", "C", "C", "N", "H", "H", "H", "H", "H", "H", "N", "C", "O", "O", "H", "H", "H"], "positions_angstrom": [[2.841, 2.325, 0.485], [2.123, 1.850, 1.316], [0.854, 1.127, 0.919], [0.803, 1.111, -0.573], [2.297, 1.890, 2.400], [0.822, 0.099, 1.267], [-0.002, 1.657, 1.330], [0.548, 0.205, -0.956], [0.074, 1.740, -0.917], [1.688, 1.466, -0.937], [-2.163, -2.539, -0.209], [-1.567, -1.355, -0.426], [-0.895, -1.232, -1.618], [-1.541, -0.428, 0.340], [-2.566, -2.720, 0.692], [-2.154, -3.276, -0.888], [-1.162, -1.920, -2.226]], "mulliken_charge": [-0.463, 0.161, -0.483, -0.201, 0.369, 0.294, 0.329, 0.227, 0.337, 0.410, -0.393, 0.791, -0.517, -0.571, 0.239, 0.163, 0.306]}

=====

Tell me which of them is the most stable. Sure, it is ii.

=====

--- i ---
{"formula": "H10O5", "method": "ωB97M-V/def2-TZVPD", "gap_ev": 11.83, "lumo_ev": 0.4, "smiles": "O.O.O.O.O", "symbols": ["O", "H", "H", "O", "H", "H", "O", "H", "H", "O", "H", "H", "O", "H", "H"], "positions_angstrom": [[-0.115, -2.685, 1.245], [0.502, -1.961, 1.354], [-0.559, -2.752, 2.090], [1.565, -0.124, -5.534], [2.050, -0.725, -6.099], [1.215, -0.680, -4.838], [-0.748, 2.012, 0.328], [-0.663, 1.864, -0.614], [0.048, 1.637, 0.703], [3.453, 0.576, 1.098], [3.968, 1.142, 1.673], [4.098, 0.172, 0.518], [-4.806, 0.394, 3.041], [-4.294, 0.595, 2.257], [-5.715, 0.535, 2.777]], "mulliken_charge": [-0.639, 0.314, 0.323, -0.639, 0.320, 0.319, -0.634, 0.315, 0.315, -0.626, 0.316, 0.317, -0.641, 0.321, 0.319]}

=====

--- ii ---
{"formula": "H10O5", "method": "ωB97M-V/def2-TZVPD", "gap_ev": 11.80, "lumo_ev": 0.6, "smiles": "O.O.O.O.O", "symbols": ["O", "H", "H", "O", "H", "H", "O", "H", "H", "O", "H", "H", "O", "H", "H"], "positions_angstrom": [[0.540, 1.407, 0.075], [0.582, 0.521, 0.086], [1.447, 1.650, -0.305], [0.893, -1.409, 0.102], [-0.028, -1.432, -0.165], [0.807, -1.435, 1.010], [-2.307, 1.137, 0.934], [-1.834, 1.562, 0.120], [-1.673, 1.149, 1.691], [2.966, 0.166, -0.889], [3.339, 0.139, -1.767], [2.147, -0.431, -0.760], [-2.057, -1.271, -0.155], [-2.269, -0.368, 0.280], [-2.803, -1.598, -0.728]], "mulliken_charge": [-0.656, 0.372, 0.381, -0.692, 0.356, 0.276, -0.734, 0.373, 0.342, -0.700, 0.312, 0.380, -0.739, 0.432, 0.297]}

=====

--- iii ---
{"formula": "H10O5", "method": "ωB97M-V/def2-TZVPD", "gap_ev": 12.06, "lumo_ev": 0.6, "smiles": "O.O.O.O.O", "symbols": ["O", "H", "H", "O", "H", "H", "O", "H", "H", "O", "H", "H", "O", "H", "H"], "positions_angstrom": [[-0.545, -0.100, -1.312], [-0.350, 0.501, -2.052], [-0.350, 0.467, -0.557], [1.016, 0.922, 0.740], [1.321, 1.372, 1.525], [1.203, -0.038, 0.892], [1.251, -1.700, 1.440], [2.112, -2.129, 1.373], [0.724, -2.037, 0.681], [0.832, -2.510, -1.131], [0.252, -1.727, -1.260], [1.207, -2.899, -1.934], [-2.639, 3.463, 0.336], [-3.303, 3.269, 0.997], [-1.981, 2.763, 0.382]], "mulliken_charge": [-0.704, 0.332, 0.336, -0.702, 0.301, 0.444, -0.717, 0.319, 0.380, -0.701, 0.431, 0.284, -0.641, 0.316, 0.322]}

=====

Tell me which of them is the most stable. Sure, it is iii.